Entry from the OMol25 dataset: C16H11N6O11SSm as an isolated structure in a non-equilibrium geometry (the ωB97M-V functional and the def2-TZVPD basis).

HOMO (alpha / beta), hartree: -0.2725 / -0.3420
Net charge: 0
2S+1: 6
Energy relative to the best compared isomer or geometry (same formula, charge and spin), eV: 5.1783
<S²>: 9.0328

Last column: Mulliken charge in e.
Atoms and positions in Å:
Sm -0.1135 0.3549 -0.2807  1.08
O -2.3202 1.1218 -0.6922  -0.76
C -2.4298 0.5697 0.4369  0.58
O -1.5812 0.8669 1.3421  -0.70
C -3.1641 -0.7317 0.5961  0.69
C -4.4243 -0.8833 1.1144  -0.78
C -4.8850 -2.1805 1.3053  0.23
C -4.1238 -3.2867 1.0305  -0.51
C -2.8500 -3.0959 0.5218  -0.34
C -2.3422 -1.8368 0.2366  0.56
O -1.1836 -1.5849 -0.3247  -0.87
N -2.0312 -4.3227 0.2926  0.88
O -2.6191 -5.3751 0.2221  -0.60
O -0.8202 -4.2038 0.2835  -0.62
N -6.2460 -2.3825 1.8607  1.02
O -6.8878 -1.3865 2.1224  -0.48
O -6.6236 -3.5200 2.0302  -0.62
H -5.0442 -0.0424 1.3910  0.48
H -4.5005 -4.2823 1.2094  0.57
O 5.8911 -0.2131 0.1444  -0.54
C 5.3807 -1.4424 0.1789  0.35
O 6.0678 -2.4272 0.2487  -0.59
C 3.8975 -1.5643 0.1703  0.49
C 3.2573 -2.7902 0.1335  -0.45
N 1.9363 -2.5494 0.1238  0.07
N 1.6830 -1.2401 0.1534  -0.29
C 2.8559 -0.6279 0.1808  -0.08
C 2.8319 0.8721 0.2387  0.82
O 3.8577 1.4968 0.0077  -0.81
O 1.6695 1.3653 0.5249  -0.52
H 5.1658 0.4548 0.1355  0.45
H 3.6629 -3.7876 0.1245  0.54
H 1.1475 -3.1906 0.0962  0.22
C 2.8206 3.9932 -2.1441  -0.75
N 1.4959 4.0473 -1.5125  0.24
C 1.0464 5.0297 -0.6376  -0.17
C -0.1765 4.6601 -0.2211  -0.66
N -0.4513 3.4571 -0.8458  0.17
C 0.5704 3.0858 -1.6413  0.09
S 0.6891 1.6746 -2.6091  -0.39
H 3.3707 4.8728 -1.8225  0.30
H 2.7069 4.0002 -3.2248  0.31
H 3.3339 3.0938 -1.8164  0.24
H 1.6465 5.8847 -0.3865  0.43
H -0.8592 5.1216 0.4676  0.45
H -1.3086 2.9246 -0.7652  0.27

Entry from the OMol25 dataset: C16H12BCl44NO2P as an isolated structure in a non-equilibrium geometry (the ωB97M-V functional and the def2-TZVPD basis).

HOMO, hartree: -0.4524
Net charge: +1
Energy relative to the best compared isomer or geometry (same formula, charge and spin), eV: 3.8158

Last column: Mulliken charge in e.
Atoms and positions in Å:
C -0.5236 5.7147 1.0808  -0.18
C 0.4611 5.0342 1.6560  -0.46
P 2.0223 4.1307 2.2785  0.86
C 2.0296 4.0646 4.1879  -1.07
C 1.9183 2.3564 1.5546  -0.69
C 0.8261 2.2532 0.3317  -0.16
O 1.0318 1.0017 -0.4104  -0.15
B 3.5346 5.1200 1.5729  0.44
N 4.6286 5.7136 2.4098  -0.53
O 3.5428 5.3048 0.1173  -0.52
H -1.0834 6.3344 0.2730  0.44
H 1.4519 3.1425 4.6052  0.34
H 3.0991 4.0843 4.6357  0.37
H 1.5354 5.0627 4.5332  0.35
H 2.9759 2.0782 1.1671  0.22
H 1.5438 1.5997 2.3583  0.52
H -0.2362 2.3420 0.7700  0.04
H 0.9920 3.1892 -0.3245  0.28
H 1.1904 0.3254 0.2931  0.09
H 4.5533 6.7447 2.2484  0.28
H 5.5655 5.4256 2.0375  0.29
H 3.3941 4.4336 -0.3377  0.34
C 3.4804 -1.1255 -2.6479  0.27
Cl 3.8566 -2.5761 -1.6904  -0.03
Cl 4.3427 -1.1989 -4.2011  -0.08
Cl 1.7287 -1.0518 -2.9455  -0.08
Cl 3.9948 0.3245 -1.7538  -0.09
C -3.6989 3.1461 0.4057  0.22
Cl -5.1259 4.1449 0.0570  -0.06
Cl -4.0894 1.9887 1.7005  -0.06
Cl -3.2210 2.2624 -1.0608  -0.05
Cl -2.3535 4.1878 0.9321  -0.11
C 4.7582 -6.0990 0.8487  0.32
Cl 6.3965 -6.7883 0.8474  -0.08
Cl 4.3252 -5.6036 2.5005  -0.09
Cl 4.7097 -4.6825 -0.2271  -0.08
Cl 3.6011 -7.3196 0.2734  -0.08
C -6.0150 -1.1983 -0.9065  0.19
Cl -7.0478 -2.3241 0.0024  -0.10
Cl -5.2141 -0.0831 0.2247  0.07
Cl -4.7841 -2.1154 -1.8046  -0.10
Cl -7.0118 -0.2683 -2.0474  -0.10
C -0.9670 -2.1318 1.1287  0.17
Cl 0.5280 -1.4887 1.8534  -0.14
Cl -1.4555 -3.6047 1.9936  -0.09
Cl -2.2611 -0.9169 1.2553  0.19
Cl -0.6772 -2.5186 -0.5821  -0.06
C -9.1805 3.3083 1.3545  0.18
Cl -7.5272 2.6538 1.3464  0.06
Cl -9.6247 3.7765 3.0112  -0.10
Cl -9.2581 4.7341 0.2944  -0.12
Cl -10.3105 2.0694 0.7652  0.00
C 4.3208 -9.3522 4.2003  0.32
Cl 2.9106 -8.3296 3.8428  -0.07
Cl 3.9127 -10.4900 5.5037  -0.10
Cl 4.7785 -10.2603 2.7420  -0.08
Cl 5.6812 -8.3279 4.7119  -0.08
C 5.0488 -2.6181 -8.3602  0.27
Cl 6.6882 -3.3049 -8.3612  -0.01
Cl 4.6135 -2.1253 -6.7066  -0.06
Cl 4.9992 -1.2011 -9.4332  -0.10
Cl 3.8933 -3.8395 -8.9374  -0.10
C 10.4105 -1.9914 -8.6568  0.35
Cl 11.9072 -1.3552 -7.9385  -0.10
Cl 9.9146 -3.4617 -7.7867  -0.11
Cl 9.1275 -0.7665 -8.5337  -0.07
Cl 10.6938 -2.3828 -10.3674  -0.09
C -13.6766 0.3019 -0.5510  0.34
Cl -14.7215 0.0513 -1.9670  -0.09
Cl -12.0207 -0.2227 -0.9365  -0.08
Cl -13.6682 2.0265 -0.1192  -0.09
Cl -14.2952 -0.6486 0.8179  -0.09
C -3.4063 0.6772 5.7571  0.24
Cl -4.5641 2.0224 5.6546  -0.09
Cl -1.8324 1.2907 6.3151  -0.10
Cl -4.0092 -0.5381 6.9049  -0.08
Cl -3.2172 -0.0651 4.1520  0.01

Entry from the OMol25 dataset: C16H12CeCl2N4O2STe as an isolated structure in a non-equilibrium geometry (the ωB97M-V functional and the def2-TZVPD basis).

HOMO (alpha / beta), hartree: -0.1195 / -0.1202
Net charge: -1
2S+1: 2
Energy relative to the best compared isomer or geometry (same formula, charge and spin), eV: 0.8020
<S²>: 0.7514

Last column: Mulliken charge in e.
Atoms and positions in Å:
Ce 10.6249 8.0047 8.0765  0.53
Cl 9.8934 11.0104 7.8182  -0.20
C 11.4754 11.6744 7.8941  0.55
C 11.6012 12.9774 8.4218  -0.44
C 12.7997 13.6402 8.4708  -0.52
C 13.9429 12.9362 8.0998  -0.40
C 13.8888 11.6800 7.5549  -0.09
Cl 15.3824 10.9708 7.0311  -0.21
C 12.6061 11.0122 7.3831  0.15
S 12.6190 9.4132 6.6055  -0.25
H 10.6917 13.4713 8.7936  0.33
H 12.9247 14.6878 8.8218  0.30
H 14.9044 13.3994 8.2941  0.36
O 10.6411 5.5854 9.0267  -0.16
C 9.4881 4.7535 8.7253  -0.51
C 8.2752 5.6370 8.7924  0.42
C 7.0215 5.1198 8.7943  -0.58
C 5.9282 5.8721 9.2715  -0.51
C 6.1770 7.2223 9.3533  -0.56
C 7.4452 7.7545 9.1533  0.16
N 8.5000 6.9917 8.9271  -0.16
H 11.3921 5.0481 9.4416  0.11
H 9.3686 3.9989 9.5206  0.41
H 9.5747 4.1970 7.7665  0.24
H 6.9174 4.0601 8.5046  0.35
H 4.9199 5.4997 9.4084  0.39
H 5.4535 7.9364 9.6770  0.39
H 7.5528 8.8461 8.9446  0.34
Te 8.6207 8.0877 6.0719  -0.76
N 11.9444 8.2361 10.0892  -0.53
C 12.8380 7.8375 10.7679  0.66
C 13.6024 6.9584 11.4937  0.12
C 14.6906 7.2529 12.3491  0.06
N 15.4638 7.3000 13.2545  -0.55
C 13.3495 5.5862 11.1972  0.25
N 12.9518 4.5167 10.9043  -0.65
O 11.2043 6.1452 6.3197  -0.48
H 11.9813 6.2579 5.7372  0.27
H 10.3966 6.2696 5.7713  0.17

Entry from the OMol25 dataset: one molecule with the formula C16H12ClN3O3 in a non-equilibrium geometry (the ωB97M-V functional and the def2-TZVPD basis).

HOMO, hartree: -0.3081
Net charge: 0
SMILES string: N#Cc1nc(COc2ccccc2Cl)oc1NCc1ccco1

Last column: Mulliken charge in e.
Atoms and positions in Å:
N -1.1296 -3.8040 1.0528  -0.51
C -0.8466 -2.8211 0.5314  0.10
C -0.5671 -1.5958 -0.0779  0.23
C -1.4116 -0.4989 -0.1726  0.53
N -2.6964 -0.3313 0.1996  -0.14
H -3.0801 -1.0406 0.8056  0.27
C -3.3424 0.9702 0.2171  -0.33
C -4.8116 0.8116 0.0177  0.20
C -5.6132 1.0180 -1.0656  -0.48
C -6.9249 0.6713 -0.6586  -0.42
C -6.8199 0.2765 0.6378  -0.44
O -5.5473 0.3570 1.0571  -0.34
H -7.5474 -0.0702 1.3442  0.45
H -7.8147 0.7120 -1.2516  0.42
H -5.3109 1.3751 -2.0284  0.44
H -3.1545 1.4810 1.1728  0.25
H -2.9245 1.5663 -0.5956  0.31
O -0.7469 0.4824 -0.8171  -0.42
C 0.4853 -0.0620 -1.1029  0.49
N 0.6220 -1.2653 -0.6869  -0.55
C 1.4811 0.7826 -1.8267  -0.55
H 1.2111 1.8404 -1.6923  0.32
H 1.4605 0.5494 -2.8974  0.30
O 2.8033 0.5267 -1.4376  -0.43
C 3.1534 0.7072 -0.1334  0.54
C 4.4459 0.3002 0.2199  0.41
C 4.9127 0.4442 1.5118  -0.42
C 4.0941 1.0012 2.4807  -0.44
C 2.8194 1.4142 2.1448  -0.87
C 2.3498 1.2719 0.8487  -0.27
H 1.3526 1.6097 0.6144  0.40
H 2.1765 1.8531 2.8928  0.36
H 4.4550 1.1101 3.4912  0.37
H 5.9118 0.1172 1.7518  0.41
Cl 5.4529 -0.3878 -0.9958  -0.21